1.
{"formula": "C5H10N5O", "method": "ωB97M-V/def2-TZVPD", "smiles": "NN[C@]1(C(N)=O)CC=CN=[NH+]1", "total_charge": 1, "homo_energy_ev": [-12.5, -12.5], "species": ["N", "N", "C", "C", "N", "O", "C", "C", "C", "N", "N", "H", "H", "H", "H", "H", "H", "H", "H", "H", "H"], "coordinates": [[-1.49, -1.54, 0.36], [-0.80, -0.73, -0.59], [0.07, 0.23, -0.13], [-0.60, 1.55, 0.51], [-1.84, 1.34, 1.06], [-0.07, 2.58, 0.28], [1.11, 0.67, -1.15], [2.34, -0.15, -1.02], [2.62, -0.73, 0.16], [1.90, -0.58, 1.24], [0.70, -0.24, 1.15], [-0.83, -2.11, 0.93], [-2.01, -2.24, -0.16], [-1.27, -0.48, -1.39], [-2.25, 0.48, 1.01], [-2.36, 2.19, 1.26], [1.31, 1.67, -1.00], [0.57, 0.32, -2.04], [2.99, -0.24, -1.82], [3.52, -1.32, 0.50], [0.22, -0.15, 2.05]]}

2.
{"formula": "C5H8N3", "method": "ωB97M-V/def2-TZVPD", "total_charge": 1, "homo_energy_ev": -14.1, "species": ["C", "C", "C", "C", "C", "N", "N", "N", "H", "H", "H", "H", "H", "H", "H", "H"], "coordinates": [[-2.18, 1.69, 0.01], [-0.96, 1.10, -0.05], [-1.89, -0.87, -0.17], [1.21, -0.16, 0.22], [0.47, 1.18, -0.17], [-3.28, 0.84, 0.12], [-3.09, -0.39, 0.03], [-1.57, -2.12, -0.10], [-2.52, 2.77, -0.18], [2.24, -0.07, 0.50], [1.09, -0.98, -0.55], [0.60, -0.38, 1.04], [0.68, 1.66, -1.07], [0.94, 1.98, 0.54], [-0.55, -2.24, -0.36], [-2.17, -2.97, -0.13]]}

3.
{"formula": "C4H6B3F12N2Ni", "method": "ωB97M-V/def2-TZVPD", "s2": 2.01, "total_charge": -1, "multiplicity": 3, "homo_energy_ev": [-9.0, -8.7], "species": ["Ni", "B", "F", "F", "F", "F", "B", "F", "F", "F", "F", "B", "F", "F", "F", "F", "C", "C", "N", "H", "H", "H", "C", "C", "N", "H", "H", "H"], "coordinates": [[13.19, 15.75, -6.88], [15.71, 14.68, -9.89], [14.45, 15.34, -10.08], [16.59, 15.71, -9.67], [15.56, 13.96, -8.70], [16.09, 13.79, -10.90], [14.89, 14.58, -2.74], [14.77, 13.61, -1.79], [14.02, 15.50, -2.41], [16.11, 15.16, -2.66], [14.48, 14.07, -3.96], [10.39, 18.72, -6.47], [10.73, 17.76, -5.66], [10.57, 19.99, -5.92], [11.27, 18.54, -7.51], [9.14, 18.49, -7.04], [7.45, 13.18, -9.79], [8.68, 13.35, -9.06], [9.70, 13.50, -8.46], [7.52, 13.39, -10.86], [6.80, 13.95, -9.40], [7.16, 12.14, -9.66], [17.18, 19.99, -3.14], [16.49, 19.31, -4.26], [16.02, 18.69, -5.16], [16.66, 19.55, -2.28], [17.07, 21.04, -3.40], [18.24, 19.73, -3.12]]}

4.
{"formula": "C54H114N6O6", "method": "ωB97M-V/def2-TZVPD", "smiles": "CC1(C)CCCC(C)(C)N1O.CC1(C)CCCC(C)(C)N1O.CC1(C)CCCC(C)(C)N1O.CC1(C)CCCC(C)(C)N1O.CC1(C)CCCC(C)(C)N1O.CC1(C)CCCC(C)(C)N1O", "homo_energy_ev": -8.0, "species": ["C", "C", "C", "C", "C", "C", "C", "C", "C", "N", "O", "H", "H", "H", "H", "H", "H", "H", "H", "H", "H", "H", "H", "H", "H", "H", "H", "H", "H", "H", "C", "C", "C", "C", "C", "C", "C", "C", "C", "N", "O", "H", "H", "H", "H", "H", "H", "H", "H", "H", "H", "H", "H", "H", "H", "H", "H", "H", "H", "H", "C", "C", "C", "C", "C", "C", "C", "C", "C", "N", "O", "H", "H", "H", "H", "H", "H", "H", "H", "H", "H", "H", "H", "H", "H", "H", "H", "H", "H", "H", "C", "C", "C", "C", "C", "C", "C", "C", "C", "N", "O", "H", "H", "H", "H", "H", "H", "H", "H", "H", "H", "H", "H", "H", "H", "H", "H", "H", "H", "H", "C", "C", "C", "C", "C", "C", "C", "C", "C", "N", "O", "H", "H", "H", "H", "H", "H", "H", "H", "H", "H", "H", "H", "H", "H", "H", "H", "H", "H", "H", "C", "C", "C", "C", "C", "C", "C", "C", "C", "N", "O", "H", "H", "H", "H", "H", "H", "H", "H", "H", "H", "H", "H", "H", "H", "H", "H", "H", "H", "H"], "coordinates": [[-1.75, -1.53, 1.40], [-0.90, -0.33, 0.93], [-1.79, 0.76, 0.38], [-0.16, 0.13, 2.19], [1.07, 1.01, 1.92], [1.99, 0.48, 0.76], [1.26, -0.12, -0.45], [1.02, 0.92, -1.56], [2.15, -1.27, -1.03], [0.04, -0.82, -0.07], [-0.54, -1.54, -1.11], [-2.31, -2.02, 0.60], [-1.12, -2.27, 1.88], [-2.43, -1.19, 2.19], [-1.22, 1.65, 0.12], [-2.33, 0.38, -0.49], [-2.52, 1.05, 1.14], [-0.83, 0.78, 2.75], [0.23, -0.67, 2.82], [0.78, 2.02, 1.63], [1.76, 1.11, 2.75], [2.82, -0.05, 1.21], [2.46, 1.38, 0.35], [0.52, 1.81, -1.17], [0.47, 0.50, -2.41], [1.89, 1.34, -2.08], [3.19, -1.10, -0.73], [2.09, -1.50, -2.09], [1.98, -2.18, -0.44], [-0.21, -2.45, -1.04], [-2.01, 2.17, -3.49], [-2.21, 3.02, -4.77], [-2.98, 4.27, -4.42], [-0.85, 3.49, -5.34], [-0.07, 2.35, -5.94], [-0.94, 1.59, -6.98], [-2.36, 1.19, -6.50], [-3.20, 0.99, -7.75], [-2.35, -0.13, -5.68], [-3.01, 2.30, -5.77], [-4.33, 2.03, -5.44], [-2.09, 2.79, -2.58], [-2.73, 1.38, -3.28], [-1.08, 1.61, -3.40], [-3.77, 4.00, -3.71], [-2.35, 5.00, -3.91], [-3.41, 4.70, -5.32], [-1.14, 4.16, -6.16], [-0.28, 4.04, -4.60], [0.89, 2.72, -6.30], [0.19, 1.75, -5.06], [-0.45, 0.64, -7.18], [-1.02, 2.28, -7.81], [-2.88, 0.35, -8.57], [-3.39, 1.98, -8.17], [-4.21, 0.66, -7.48], [-3.34, -0.35, -5.27], [-1.64, -0.07, -4.85], [-1.99, -1.01, -6.23], [-4.79, 2.87, -5.50], [-1.64, 2.44, 7.18], [-0.23, 2.58, 6.59], [0.48, 1.28, 6.81], [-0.36, 2.86, 5.10], [0.94, 3.39, 4.51], [1.34, 4.68, 5.27], [1.56, 4.47, 6.75], [2.88, 3.71, 6.99], [1.62, 5.88, 7.37], [0.37, 3.76, 7.27], [0.50, 3.59, 8.66], [-2.20, 1.66, 6.66], [-1.61, 2.29, 8.26], [-2.24, 3.36, 7.07], [1.51, 1.27, 6.44], [0.48, 0.83, 7.81], [0.04, 0.48, 6.20], [-0.53, 1.92, 4.57], [-1.19, 3.49, 4.80], [1.75, 2.65, 4.49], [0.82, 3.61, 3.45], [0.61, 5.46, 5.05], [2.29, 4.98, 4.81], [2.91, 2.72, 6.53], [3.06, 3.72, 8.07], [3.71, 4.30, 6.59], [0.59, 6.25, 7.29], [2.20, 6.54, 6.72], [1.91, 5.94, 8.42], [1.22, 2.95, 8.80], [6.13, 4.93, -2.44], [5.30, 4.35, -3.62], [4.19, 3.49, -2.98], [4.76, 5.48, -4.51], [4.11, 4.95, -5.82], [5.25, 4.36, -6.64], [5.90, 3.21, -5.84], [5.11, 1.89, -5.93], [7.22, 2.94, -6.63], [6.25, 3.68, -4.51], [6.88, 2.60, -3.80], [7.03, 5.37, -2.88], [5.66, 5.78, -1.94], [6.40, 4.16, -1.73], [3.78, 2.76, -3.67], [4.47, 3.08, -2.01], [3.33, 4.15, -2.81], [4.04, 6.17, -4.06], [5.61, 6.14, -4.73], [3.33, 4.22, -5.58], [3.61, 5.84, -6.21], [5.96, 5.14, -6.89], [4.86, 4.01, -7.60], [5.37, 1.11, -5.22], [5.34, 1.58, -6.95], [4.05, 2.10, -5.75], [7.12, 3.06, -7.70], [7.58, 1.92, -6.44], [8.00, 3.64, -6.31], [7.82, 2.77, -3.98], [-3.82, -0.55, 4.60], [-4.61, -1.24, 5.72], [-4.42, -0.52, 7.07], [-6.11, -1.10, 5.40], [-6.63, -2.01, 4.32], [-6.28, -3.45, 4.63], [-4.76, -3.70, 4.96], [-4.69, -5.09, 5.56], [-4.04, -3.57, 3.59], [-4.40, -2.66, 5.95], [-3.03, -2.87, 6.31], [-4.21, -0.93, 3.66], [-3.90, 0.54, 4.68], [-2.76, -0.76, 4.75], [-4.79, 0.51, 7.00], [-4.89, -0.99, 7.93], [-3.41, -0.23, 7.35], [-6.69, -1.30, 6.31], [-6.41, -0.10, 5.10], [-7.73, -2.05, 4.38], [-6.43, -1.72, 3.28], [-6.67, -4.20, 3.94], [-6.78, -3.80, 5.54], [-5.11, -4.99, 6.57], [-3.69, -5.51, 5.55], [-5.40, -5.76, 5.06], [-4.48, -2.79, 2.97], [-4.14, -4.51, 3.05], [-2.97, -3.38, 3.70], [-3.08, -3.07, 7.25], [2.38, -8.01, -1.29], [1.48, -6.87, -0.78], [1.80, -6.65, 0.69], [1.88, -5.54, -1.46], [1.28, -5.36, -2.87], [-0.26, -5.63, -2.84], [-0.62, -6.99, -2.21], [-2.11, -6.89, -1.82], [-0.36, -8.12, -3.20], [0.08, -7.19, -0.93], [-0.28, -8.40, -0.28], [1.91, -8.95, -1.01], [2.48, -7.98, -2.38], [3.42, -7.87, -0.99], [1.74, -7.61, 1.21], [2.62, -6.02, 1.03], [0.92, -6.18, 1.16], [1.58, -4.70, -0.83], [2.96, -5.60, -1.56], [1.40, -4.33, -3.22], [1.87, -5.98, -3.56], [-0.66, -5.46, -3.83], [-0.64, -4.89, -2.13], [-2.55, -7.80, -1.40], [-2.70, -6.60, -2.68], [-2.28, -6.15, -1.03], [-1.32, -8.35, -3.69], [-0.02, -9.04, -2.73], [0.33, -7.89, -4.02], [-1.06, -8.13, 0.22]]}